Entry 1:
A 2-piece molecular cluster, C28H24BrF10N3O3 overall in a non-equilibrium geometry, computed with wB97M-V/def2-TZVPD.

HOMO: -8.4 eV
Frontier orbital gap: 6.937 eV
Energy relative to the best compared isomer or geometry (same formula, charge and spin): 887.2 kJ/mol

The geometry in XYZ format:
```
69
Properties=species:S:1:pos:R:3:forces:R:3
C -3.7796 0.0985 -7.0323 -0.262 -3.631 6.899
C -3.8522 -0.5095 -5.8359 0.970 2.112 -7.049
C -3.7034 -1.5254 -4.5960 0.638 0.937 0.221
C -3.3799 -0.6323 -3.2822 1.061 1.027 2.311
N -2.0013 -0.4900 -2.8405 -5.151 1.566 1.686
C -1.8559 0.3018 -1.6162 0.136 0.033 -0.087
C -0.3586 0.4668 -1.0275 -1.049 2.417 2.926
O 0.8293 -0.0934 -1.6206 -2.920 0.311 1.365
C 0.7746 -1.5496 -1.7328 0.947 -1.252 -0.407
C 0.2280 -2.3304 -0.4240 -0.200 -1.405 -0.742
C -1.2193 -3.0771 -0.6946 0.907 -1.128 0.407
C -1.1467 -4.0859 -1.9969 -0.067 0.886 -0.568
C -0.1213 1.3549 0.3005 -2.257 -0.241 -1.671
C 1.3667 1.5649 0.9634 -1.093 -0.957 -0.921
C 1.4571 0.4799 2.2029 1.413 0.522 0.044
C 1.4929 1.2338 3.6544 1.579 0.839 -1.965
F 0.6043 2.3777 3.6531 1.945 -2.966 0.651
F 2.8589 1.7867 3.7604 -3.409 -1.195 0.020
C 1.3208 0.2373 4.9191 2.209 1.397 1.712
F 1.9463 0.9209 6.0656 -1.914 -1.965 -2.895
F 2.1253 -0.9521 4.6947 -2.728 3.121 0.510
C -0.2080 -0.0617 5.3600 -0.660 -0.643 2.577
F -0.9698 1.1132 5.7316 2.465 -3.256 -1.472
F -0.1218 -0.8761 6.5840 -0.187 2.139 -3.522
C -1.0724 -0.9377 4.3075 -3.011 -2.268 -0.338
F -0.3782 -2.1278 3.8203 -1.859 4.069 1.278
F -2.2204 -1.4591 5.0630 3.395 1.645 -2.344
F -1.6326 -0.1920 3.2090 2.157 -2.196 3.220
C -1.3492 2.0708 1.0264 -2.173 -2.632 -4.122
C -2.7963 1.8402 0.4251 2.254 -0.359 -0.064
C -4.0405 2.5533 1.2327 1.562 -1.606 -0.221
O -3.6045 3.9072 1.5825 -0.638 -0.784 -1.912
N -3.4105 4.0400 2.9189 -3.045 1.838 2.228
O -4.3046 4.7281 3.3738 2.798 -1.516 -0.652
C -3.1066 0.9622 -0.9068 1.656 1.052 2.015
N -4.5171 0.8706 -1.2978 4.403 -3.688 -4.283
C -4.5802 0.0350 -2.4876 1.443 1.069 1.542
Br -6.4318 -0.3080 -3.2188 2.102 0.505 0.934
H -3.6874 0.6217 -8.0611 -0.344 -1.116 2.593
H -2.7981 -2.2574 -4.7150 -1.547 1.684 -0.130
H -4.6355 -2.2110 -4.4385 1.556 1.701 -0.361
H 1.8815 -1.9034 -1.9012 -1.999 1.037 0.336
H 0.2197 -1.8005 -2.7190 0.642 0.271 1.952
H 0.2342 -1.7124 0.5539 -0.162 -0.776 -1.873
H 0.9754 -3.2175 -0.2378 -1.328 1.687 -0.330
H -2.1009 -2.3368 -0.7643 1.460 -1.268 0.100
H -1.3466 -3.8005 0.2212 -0.105 1.570 -1.574
H -1.1076 -3.4766 -3.0005 -0.071 -1.054 1.921
H -2.0809 -4.7650 -2.0857 1.582 1.121 0.402
H -0.1912 -4.7392 -1.9854 -1.613 1.033 0.195
H 2.1868 1.3543 0.1458 -1.945 0.161 1.905
H 1.5283 2.6542 1.3131 -0.501 -1.883 -0.468
H 2.5098 -0.0224 2.0940 -2.044 0.775 0.544
H 0.6597 -0.3512 2.1348 1.195 1.606 0.218
H -1.2399 2.7409 1.9581 -0.048 -1.316 -1.767
H -4.9994 2.5979 0.5949 1.650 0.002 1.174
H -4.1884 1.9849 2.2456 -0.016 0.859 -2.058
F 3.8635 2.4323 -0.4278 0.048 0.278 -0.012
C 4.8157 1.5919 -0.8612 0.787 -0.644 -0.370
C 5.0149 1.4319 -2.2252 -0.113 0.099 -0.069
C 6.0063 0.5636 -2.6750 0.011 -0.036 0.409
C 6.7803 -0.1432 -1.7549 -0.004 0.000 -0.031
C 6.5685 0.0212 -0.3876 -0.133 0.112 -0.306
C 5.5845 0.8979 0.0623 -0.117 0.043 0.132
H 4.3977 1.9836 -2.9257 0.026 -0.019 0.090
H 6.1757 0.4369 -3.7399 -0.063 0.038 0.145
H 7.5507 -0.8239 -2.1066 -0.112 0.103 0.060
H 7.1694 -0.5331 0.3271 -0.095 0.111 -0.074
H 5.4119 1.0449 1.1228 -0.017 0.027 -0.065
```
Positions in Å, forces in eV/Å.

Atomic partial charges in e from the Löwdin method, atoms 1 to 4:
1. C 0.0734
2. C -0.1098
3. C -0.1902
4. C -0.2069



Entry 2:
The molecule C20H23N3O5S in a non-equilibrium geometry, computed with wB97M-V/def2-TZVPD.

HOMO: -9.1 eV
Frontier orbital gap: 9.089 eV
Energy relative to the best compared isomer or geometry (same formula, charge and spin): 169.1 kJ/mol

The geometry in XYZ format:
```
52
Properties=species:S:1:pos:R:3:forces:R:3
C 3.1919 -0.9044 5.5212 0.346 -0.206 -0.187
N 2.0784 -0.0761 5.9214 -0.482 0.581 -0.833
C 2.2326 0.5437 7.2200 -0.090 0.372 0.251
S 1.6688 1.0187 4.7019 -0.075 -0.347 0.136
O 0.6598 1.8925 5.2234 -0.158 -0.135 0.161
O 2.8374 1.6093 4.1100 0.042 -0.273 -0.112
C 0.9075 -0.0903 3.5189 0.309 0.272 0.285
C -0.2343 -0.7670 3.9023 -0.144 -0.035 0.016
C -0.8484 -1.6174 3.0004 0.029 0.020 -0.136
C -0.3282 -1.7627 1.7169 0.302 -0.033 0.313
C -0.9857 -2.7207 0.7764 0.024 -0.061 0.027
O -1.2836 -3.8490 1.1063 -0.038 -0.053 0.166
N -1.1919 -2.2899 -0.5011 -0.108 -0.399 -0.438
C -1.0763 -1.0040 -1.0397 -0.047 0.528 -0.220
C -1.4013 0.1347 -0.3063 -0.084 -0.047 -0.119
C -1.2505 1.3865 -0.8749 0.023 -0.005 0.006
C -0.8124 1.5220 -2.1804 0.056 -0.121 -0.114
C -0.5338 0.3865 -2.9348 0.052 0.004 0.331
C 0.0253 0.4888 -4.3204 -0.002 0.081 0.042
O 1.1048 -0.0026 -4.5953 0.178 -0.231 0.064
N -0.7041 1.1904 -5.2207 -0.018 0.152 -0.157
C -2.0969 1.5520 -5.0888 -0.500 -0.180 -0.178
C -2.9215 0.7472 -6.1058 -0.037 0.172 0.366
O -2.4531 0.9416 -7.4170 -0.076 0.070 -0.137
C -1.1017 0.5513 -7.5378 0.312 0.113 0.078
C -0.2131 1.3448 -6.5770 0.103 -0.200 -0.319
C -0.6558 -0.8691 -2.3595 -0.025 0.063 0.087
C 0.8360 -1.0911 1.3521 -0.151 -0.109 0.144
C 1.4553 -0.2503 2.2606 0.173 0.106 0.014
H 4.1136 -0.3217 5.4126 0.011 -0.081 0.027
H 3.3405 -1.6863 6.2648 -0.051 -0.018 -0.022
H 2.9501 -1.3623 4.5637 0.157 -0.175 -0.012
H 2.1690 -0.2242 7.9912 0.003 0.006 -0.045
H 1.4166 1.2520 7.3391 0.043 0.006 0.252
H 3.1866 1.0749 7.3128 0.001 -0.016 0.048
H -0.6216 -0.6154 4.8966 -0.128 -0.060 0.119
H -1.7345 -2.1704 3.2729 -0.062 -0.053 0.046
H -1.4522 -3.0251 -1.1481 0.015 0.045 0.213
H -1.7683 0.0418 0.7032 -0.052 0.025 0.053
H -1.4840 2.2641 -0.2920 -0.014 0.085 0.064
H -0.6797 2.5021 -2.6126 -0.011 0.112 -0.063
H -2.4525 1.3475 -4.0798 -0.005 0.066 -0.120
H -2.2059 2.6211 -5.3055 -0.047 -0.051 0.075
H -3.9624 1.0742 -6.0995 0.039 -0.053 0.070
H -2.8735 -0.3216 -5.8422 -0.024 0.075 0.000
H -0.8201 0.7423 -8.5738 0.051 -0.056 0.064
H -1.0013 -0.5236 -7.3241 0.013 0.071 -0.029
H 0.8141 0.9803 -6.6089 -0.104 0.090 -0.044
H -0.2423 2.4072 -6.8406 0.017 -0.053 -0.018
H -0.4056 -1.7446 -2.9408 0.095 -0.107 -0.040
H 1.2584 -1.2286 0.3682 0.023 0.024 -0.093
H 2.3548 0.2908 2.0125 0.118 0.020 -0.087
```
Positions in Å, forces in eV/Å.

Atomic partial charges in e from the Löwdin method, atoms 1 to 4:
1. C -0.1075
2. N -0.3436
3. C -0.1027
4. S 0.6675



Entry 3:
C32H45FN12O6Zr as an isolated structure in a non-equilibrium geometry, computed with wB97M-V/def2-TZVPD.

HOMO: -12.9 eV
Frontier orbital gap: 7.594 eV
Total charge: +2

The geometry in XYZ format:
```
97
Properties=species:S:1:pos:R:3:forces:R:3
Zr -0.1375 -0.5096 -0.3371 1.507 -0.085 1.504
C -2.6749 -1.9508 1.9552 0.047 -0.224 0.101
N -1.4922 -2.2363 2.7646 -0.172 0.139 -0.065
C -1.5700 -3.4859 3.5112 0.023 -0.048 -0.043
C -0.4880 -1.3530 2.9348 0.085 -0.178 -0.271
N -0.0315 -0.6298 1.8850 -0.087 0.318 0.183
C 0.4637 0.7015 2.1916 0.122 -0.121 0.359
C -0.2661 1.4536 3.0767 -0.086 -0.007 -0.094
C 0.1507 2.7248 3.5018 -0.035 0.038 0.039
C 1.3121 3.2409 3.0146 -0.022 0.046 0.064
C 2.0680 2.5357 2.0482 -0.033 -0.053 -0.077
C 3.2442 3.1387 1.5450 0.022 0.040 -0.022
C 3.9791 2.5302 0.5743 0.071 0.039 0.005
C 3.5524 1.2955 0.0644 -0.076 0.084 -0.081
C 2.4384 0.6508 0.5426 0.243 -0.144 -0.001
N 2.0726 -0.5966 -0.1003 0.462 0.075 -0.090
C 3.0649 -1.4658 -0.3823 -0.212 -0.067 -0.015
N 4.1319 -1.6629 0.4073 0.151 0.068 0.224
C 5.4508 -1.9693 -0.1472 0.077 0.010 0.063
C 4.1418 -1.3278 1.8196 0.076 -0.030 -0.018
N 2.9909 -2.2588 -1.4755 0.022 0.193 -0.117
C 2.6118 -1.7495 -2.7824 -0.032 -0.186 0.084
C 3.4381 -3.6445 -1.4587 -0.015 -0.059 -0.033
C 1.6475 1.2497 1.5831 0.089 -0.160 0.156
N 0.0680 -1.3110 4.1595 0.142 0.083 0.180
C 1.4241 -0.8515 4.4215 -0.058 -0.010 0.087
C -0.7517 -1.4151 5.3689 0.037 0.035 0.035
H -3.5624 -2.0947 2.5723 -0.011 -0.014 0.055
H -2.7428 -2.6175 1.0983 0.032 -0.027 -0.062
H -2.6601 -0.9314 1.6083 0.024 0.247 -0.083
H -1.8528 -4.2773 2.8139 0.022 0.019 -0.003
H -2.3243 -3.4531 4.2989 0.003 0.013 0.001
H -0.6048 -3.7265 3.9508 -0.016 0.006 -0.006
H -1.1964 1.0459 3.4587 0.038 0.008 0.024
H -0.4486 3.2767 4.2163 0.047 -0.034 -0.049
H 1.6684 4.2094 3.3466 -0.018 -0.059 -0.058
H 3.5348 4.1081 1.9330 -0.025 -0.063 -0.016
H 4.8727 2.9972 0.1780 -0.075 -0.024 0.013
H 4.1065 0.8466 -0.7531 -0.012 0.001 0.018
H 5.4299 -1.9442 -1.2325 -0.028 0.005 0.023
H 5.8077 -2.9447 0.1863 -0.028 -0.002 -0.015
H 6.1567 -1.2114 0.1998 -0.043 -0.002 0.006
H 3.1250 -1.2793 2.1874 -0.044 -0.007 -0.056
H 4.6290 -0.3693 2.0088 -0.012 0.026 -0.019
H 4.6790 -2.1074 2.3606 0.003 -0.022 -0.009
H 2.4607 -0.6778 -2.7239 -0.066 0.115 -0.008
H 1.7178 -2.2560 -3.1545 -0.044 0.032 0.007
H 3.4203 -1.9429 -3.4908 0.005 -0.001 0.005
H 4.3246 -3.8015 -2.0768 -0.002 0.038 0.008
H 2.6350 -4.2725 -1.8524 -0.005 0.018 0.008
H 3.6580 -3.9552 -0.4409 -0.029 -0.007 -0.011
H 2.0155 -0.8785 3.5183 -0.029 0.023 -0.024
H 1.8767 -1.5112 5.1631 -0.017 -0.013 -0.003
H 1.4338 0.1697 4.8084 -0.028 -0.004 -0.013
H -1.8083 -1.4561 5.1221 0.033 0.002 -0.028
H -0.5796 -0.5244 5.9767 0.015 -0.004 -0.024
H -0.4803 -2.2903 5.9603 -0.018 -0.005 -0.016
N -0.2354 -0.2118 -2.6773 -1.017 0.254 0.000
N -1.5874 -0.6328 -2.9491 -0.182 0.072 -0.095
C -2.4891 -0.5427 -1.8663 -0.182 -0.127 -0.437
O -3.6025 -0.1375 -2.0228 -0.134 -0.130 0.208
O -1.9718 -1.0204 -0.7298 -1.022 -0.177 -1.038
H -0.2296 0.8124 -2.7463 -0.053 0.222 -0.110
H 0.3135 -0.5447 -3.4528 0.387 -0.357 0.034
H -1.9888 -0.1783 -3.7563 0.043 0.327 -0.127
F -5.6194 5.7949 -2.5661 -0.037 0.078 -0.050
C -4.5795 4.9857 -2.6947 -0.096 0.050 -0.032
C -4.0877 4.3369 -1.6448 0.131 -0.040 0.148
N -3.0025 3.4699 -1.7484 0.068 0.170 -0.091
C -2.4919 2.8292 -0.5445 -0.076 -0.288 -0.194
C -0.9860 2.6210 -0.5992 0.168 0.012 0.058
O -0.2169 3.4971 -0.8320 0.247 0.088 0.056
O -0.5782 1.3616 -0.2901 -0.450 1.098 -0.623
C -2.4548 3.1766 -2.9724 -0.040 -0.242 0.104
O -1.5740 2.3286 -3.1191 -0.022 -0.134 0.134
N -2.9634 3.8774 -4.0249 -0.123 0.143 0.127
C -4.0055 4.8311 -4.0282 0.161 -0.121 -0.148
O -4.3343 5.3929 -5.0344 -0.020 -0.037 0.104
H -4.5327 4.4642 -0.6677 0.092 -0.037 0.019
H -2.9970 1.8823 -0.3666 -0.096 -0.084 0.003
H -2.6769 3.5068 0.2874 -0.035 -0.033 0.080
H -2.5484 3.6919 -4.9242 0.081 -0.036 -0.128
C 1.1423 -5.4100 1.9392 -0.066 -0.033 -0.056
C 0.5730 -4.6222 0.8079 0.116 -0.092 0.099
C -0.1491 -5.0080 -0.3015 -0.098 -0.160 -0.129
C -0.3915 -3.8446 -1.0363 0.076 -0.015 0.018
N 0.1633 -2.7820 -0.4213 -0.146 -0.781 0.238
N 0.7343 -3.2987 0.7036 0.211 -0.172 -0.123
C -1.1441 -3.7695 -2.3181 -0.051 0.042 0.075
H 1.7794 -6.2079 1.5571 0.027 0.043 0.016
H 0.3478 -5.8877 2.5135 0.019 0.043 0.007
H 1.7323 -4.7834 2.6092 -0.011 -0.014 -0.003
H -0.4597 -6.0096 -0.5623 0.045 0.126 0.038
H 1.2169 -2.6975 1.3473 0.039 0.215 0.044
H -1.1231 -4.7393 -2.8113 0.002 0.015 0.004
H -0.7378 -3.0213 -2.9903 0.027 0.039 -0.053
H -2.1879 -3.5088 -2.1352 -0.001 0.008 0.000
```
Positions in Å, forces in eV/Å.

Atomic partial charges in e from the Löwdin method, atoms 1 to 4:
1. Zr 1.8563
2. C -0.0166
3. N -0.1248
4. C -0.0368



Entry 4:
C18H19ClMnN7O4S2 as an isolated structure, computed with wB97M-V/def2-TZVPD.

HOMO (spin up / spin down): -15.1 / -15.1 eV
Frontier orbital gap (spin up / spin down): 6.677 / 7.861 eV
Multiplicity: 5
Total charge: +2

The geometry in XYZ format:
```
52
Properties=species:S:1:pos:R:3:forces:R:3
Mn 1.4419 0.0564 -0.5005 0.054 0.107 -0.233
O 5.9551 -1.1787 2.7580 0.115 -0.005 -0.017
C 4.8417 -1.4639 3.4080 -0.145 0.082 0.080
O 4.8195 -1.8957 4.5220 0.037 -0.034 -0.042
C 3.5369 -1.2105 2.6962 0.060 -0.035 0.021
C 2.2698 -1.4699 3.2450 -0.018 -0.062 -0.117
Cl 1.8178 -2.0714 4.7379 0.046 -0.027 0.049
N 1.3295 -1.1392 2.3392 -0.082 -0.010 0.035
N 1.9249 -0.6447 1.2374 0.190 -0.022 0.114
C 3.2517 -0.6894 1.4458 -0.004 0.068 -0.002
C 4.0558 -0.1268 0.3110 -0.066 -0.185 0.251
O 5.2523 -0.1094 0.2842 -0.003 0.057 -0.055
O 3.2601 0.3447 -0.6440 0.132 0.184 -0.046
C -0.1008 -1.0820 2.5146 0.026 0.079 0.015
C -0.8941 -2.1138 2.0442 0.055 0.042 0.053
C -2.2667 -2.0245 2.2315 0.059 -0.053 -0.023
C -2.8098 -0.9264 2.8840 -0.063 0.036 0.027
C -1.9942 0.0922 3.3639 -0.013 -0.033 -0.017
C -0.6230 0.0179 3.1804 0.047 -0.022 -0.048
H 5.8279 -0.8098 1.8616 -0.035 -0.017 -0.003
H -0.4384 -2.9710 1.5678 -0.042 -0.030 -0.010
H -2.9056 -2.8290 1.8934 -0.014 0.007 0.001
H -3.8785 -0.8742 3.0450 0.003 -0.008 0.002
H -2.4244 0.9259 3.9016 0.006 0.009 -0.002
H 0.0446 0.7775 3.5696 -0.047 0.018 -0.002
S 0.4331 -1.8952 -1.2654 -0.173 -0.122 -0.033
C -0.8437 -1.5716 -2.3737 -0.016 0.043 -0.035
N -1.7060 -0.5586 -2.3283 0.026 -0.026 0.020
C -2.8143 -0.7638 -3.2781 0.004 -0.001 -0.023
C -2.2834 -1.9180 -4.1541 -0.006 0.025 -0.003
N -1.1244 -2.3788 -3.3778 -0.041 -0.035 0.060
H -1.7832 0.0141 -1.5026 -0.003 0.017 -0.017
H -3.0025 0.1370 -3.8559 -0.009 0.001 0.002
H -3.7212 -1.0400 -2.7413 0.007 -0.004 0.011
H -1.9615 -1.5748 -5.1361 0.013 -0.005 -0.001
H -3.0088 -2.7175 -4.2776 0.001 -0.001 -0.004
H -0.5601 -3.1816 -3.6073 0.012 0.017 -0.030
C -2.9541 2.5487 -0.2100 -0.007 -0.023 0.017
C -1.7186 3.4481 -0.1371 -0.012 0.023 0.021
C -0.5991 2.9206 -0.9748 0.037 0.025 -0.040
N -0.0428 1.7718 -0.8079 -0.068 0.051 -0.023
N 0.9522 1.5086 -1.7192 -0.087 -0.142 0.030
C 1.1900 2.4863 -2.5701 -0.029 0.031 0.032
N 2.1425 2.4572 -3.4909 0.029 -0.015 0.006
S 0.0823 3.7974 -2.3186 0.023 -0.030 0.024
H -3.7489 2.9580 0.4101 -0.002 0.013 -0.008
H -2.7269 1.5485 0.1655 0.004 0.009 -0.001
H -3.3320 2.4772 -1.2309 0.003 -0.003 -0.002
H -1.3598 3.5143 0.8921 0.014 0.006 -0.006
H -1.9576 4.4638 -0.4516 -0.017 -0.010 -0.013
H 2.8233 1.7118 -3.4775 0.003 0.007 -0.011
H 2.3314 3.2526 -4.0788 -0.005 0.001 -0.002
```
Positions in Å, forces in eV/Å.

Atomic partial charges in e from the Löwdin method, atoms 1 to 4:
1. Mn 0.8323
2. O 0.1738
3. C -0.4807
4. O 0.1375



Calculated total energy for every record listed, in sequence, given in eV: -137236.393 -46656.288 -68071.435 -103095.720.